{"formula": "C20H11N6O9PbS", "method": "ωB97M-V/def2-TZVPD", "elements": ["Pb", "O", "C", "N", "C", "O", "C", "C", "C", "C", "C", "N", "C", "C", "C", "C", "C", "N", "H", "H", "H", "H", "H", "H", "H", "H", "O", "C", "O", "C", "C", "C", "C", "C", "N", "C", "O", "O", "H", "H", "H", "O", "N", "O", "O", "S", "C", "N"], "xyz": [[0.31089, -0.02999, 0.16251], [-0.43466, 3.97120, -1.22569], [-0.16676, 3.06388, -0.47745], [0.79034, 2.07632, -0.68088], [1.77829, 2.20391, -1.62472], [1.98869, 3.13460, -2.37023], [2.77473, 1.07329, -1.58298], [3.65104, 0.88457, -2.63604], [4.60473, -0.10937, -2.52339], [4.67353, -0.86136, -1.35648], [3.75094, -0.61893, -0.36107], [2.81729, 0.33931, -0.47977], [-0.83961, 2.99425, 0.87556], [-1.99747, 3.71733, 1.08755], [-2.55602, 3.70689, 2.35227], [-1.91995, 3.01367, 3.36776], [-0.77008, 2.30477, 3.06893], [-0.24046, 2.27769, 1.83583], [3.55364, 1.51026, -3.51080], [5.29522, -0.29824, -3.33643], [5.41813, -1.63554, -1.22931], [3.74867, -1.18788, 0.55824], [-2.44922, 4.23898, 0.25587], [-3.47559, 4.24588, 2.54770], [-2.32332, 2.99127, 4.37213], [-0.25599, 1.73016, 3.82162], [-2.31703, -1.12007, 3.55991], [-1.55846, -1.02751, 2.60425], [-0.63766, -0.16573, 2.33018], [-1.64405, -2.13301, 1.54100], [-2.73773, -2.91825, 1.21821], [-2.54749, -3.86358, 0.19987], [-1.31496, -4.02758, -0.43096], [-0.29972, -3.16431, -0.02728], [-0.53477, -2.31334, 0.90352], [1.12392, -3.09308, -0.60951], [1.56040, -4.12108, -1.10384], [1.64535, -1.91312, -0.46430], [-3.67323, -2.78222, 1.73961], [-3.38848, -4.47173, -0.11833], [-1.13305, -4.73870, -1.22243], [-0.28721, -1.38449, -3.87557], [-0.22055, -1.02954, -2.71122], [0.63927, -0.14461, -2.34175], [-0.97558, -1.47901, -1.81891], [-4.60354, 0.24458, -0.08760], [-2.99694, 0.38221, -0.10416], [-1.82547, 0.52728, -0.09140]], "mulliken_charge": [1.78, -0.61, -0.11, 0.17, 0.08, -0.63, 0.63, -0.74, -0.21, -0.67, -0.18, -0.23, 0.51, -0.55, -0.29, -0.55, -0.20, -0.12, 0.43, 0.42, 0.39, 0.44, 0.45, 0.41, 0.39, 0.43, -0.69, 0.31, -0.54, 0.18, -0.43, -0.38, -0.48, 0.61, -0.11, 0.00, -0.69, -0.23, 0.52, 0.39, 0.47, -0.71, 0.81, -0.38, -0.37, -0.43, 0.56, -0.86], "total_charge": -1, "energy_ev": -64367.684, "orbital_gap_ev": 5.424}